Record 1
The following is a DFT calculation (ωB97M-V/def2-TZVPD) of 13 unconnected molecules or ions with the total composition C30H37F6N12O5.

Geometry as XYZ:
```
90
Properties=species:S:1:pos:R:3:forces:R:3
O -2.4649 1.8725 -4.2637 -0.573 -1.671 -0.621
C -2.0734 1.5692 -3.1163 0.573 2.620 -0.493
O -1.6168 2.4272 -2.3400 0.023 -1.377 1.154
C -2.1595 0.0840 -2.6489 0.472 0.445 -0.024
O -3.0354 -0.6622 -2.9683 -0.329 -0.311 0.063
C -0.9789 -0.4664 -1.7333 -1.659 0.898 -0.897
F -0.8642 -1.7958 -1.9978 0.411 0.255 0.323
F 0.1291 0.1829 -2.1224 0.330 -0.494 0.477
C -1.3181 -0.2878 -0.2331 -0.153 -0.705 0.277
F -1.5370 0.9824 0.1089 0.674 -0.438 -0.295
F -2.5297 -0.9089 -0.0536 0.224 -0.225 -0.081
C -0.3211 -1.0124 0.7606 -0.401 0.959 1.905
F -0.6642 -0.5222 2.0142 0.113 -0.187 -0.559
F -0.5887 -2.3342 0.8230 0.284 0.363 -0.551
C 1.1790 -0.7300 0.5588 2.167 -0.618 -1.398
O 2.0263 -1.5841 0.4092 -6.145 -1.503 -2.755
O 1.5551 0.5680 0.5241 -1.691 -0.107 -0.115
H 1.8238 0.8123 -0.3855 0.306 -0.028 0.153
C -1.6906 4.6504 1.8729 0.023 -0.211 -0.015
C -0.8200 3.4743 1.8273 -0.320 0.584 0.000
N -0.1399 2.5554 1.7933 0.288 -0.109 0.322
H -1.9812 4.8526 2.9026 -0.034 0.007 -0.018
H -1.1730 5.5196 1.4720 0.001 -0.033 -0.039
H -2.5846 4.4634 1.2804 0.002 0.061 -0.015
C -4.3337 -4.2143 1.6225 0.071 0.131 -0.157
C -4.6670 -2.8348 1.9760 0.154 -0.560 -0.071
N -4.9436 -1.7631 2.2699 -0.218 0.355 0.128
H -3.7511 -4.2351 0.7023 0.042 0.094 0.033
H -3.7514 -4.6689 2.4214 -0.019 0.014 0.010
H -5.2489 -4.7842 1.4811 0.007 -0.008 0.063
C -2.4857 0.8628 -7.3864 -0.248 -0.099 -0.205
C -3.2411 0.3469 -8.5337 0.378 0.230 0.484
N -3.8306 -0.0556 -9.4293 -0.210 -0.151 -0.333
H -3.1463 1.0007 -6.5315 0.151 0.041 0.104
H -1.7007 0.1605 -7.1146 -0.025 0.005 0.047
H -2.0342 1.8193 -7.6406 -0.021 0.011 0.043
C 6.1344 -0.5224 1.7871 -0.491 -0.065 -0.456
C 4.7146 -0.7565 1.4938 0.422 0.062 -0.196
N 3.5978 -0.9199 1.2634 4.669 1.872 3.447
H 6.2319 0.0008 2.7322 -0.040 -0.048 0.020
H 6.6616 -1.4698 1.8509 0.016 0.031 0.070
H 6.5808 0.0819 0.9958 -0.004 -0.008 0.011
C 9.6718 0.8979 3.4293 -0.156 -0.234 -0.043
C 8.8321 -0.2867 3.6216 0.451 0.494 0.046
N 8.1692 -1.2083 3.7653 0.050 -0.399 0.219
H 9.1220 1.7901 3.7268 -0.023 -0.019 -0.002
H 10.5722 0.8153 4.0360 -0.008 -0.020 -0.002
H 9.9561 0.9872 2.3797 -0.074 -0.081 0.202
C -5.5641 1.4462 -3.8961 -0.169 0.313 0.023
C -6.4124 2.6128 -3.6323 0.338 -0.546 -0.121
N -7.0755 3.5242 -3.4303 -0.260 0.334 0.039
H -5.5797 0.7749 -3.0394 0.039 0.003 -0.019
H -5.9332 0.9134 -4.7716 -0.017 -0.006 0.017
H -4.5335 1.7641 -4.0795 0.039 -0.064 0.015
C -8.0549 -3.0832 4.0451 0.056 -0.155 -0.067
C -7.4885 -4.3247 3.5117 -0.245 0.558 0.226
N -7.0469 -5.2935 3.0920 0.108 -0.349 -0.119
H -9.0407 -3.2774 4.4638 0.009 -0.019 -0.011
H -7.4066 -2.6877 4.8243 0.024 0.012 -0.039
H -8.1429 -2.3465 3.2488 0.047 0.004 0.010
C 4.0159 -1.5105 -2.4737 -0.127 0.074 0.060
C 3.2997 -0.2591 -2.2307 0.365 -0.578 -0.095
N 2.7404 0.7183 -2.0313 0.078 0.405 0.029
H 3.8688 -2.1863 -1.6303 -0.050 0.061 0.035
H 3.6380 -1.9817 -3.3794 -0.014 0.017 0.000
H 5.0798 -1.3102 -2.5919 -0.011 0.022 -0.002
C 11.2993 4.4574 1.7932 -0.039 -0.177 -0.089
C 11.1164 3.1197 1.2242 0.130 0.633 0.143
N 10.9729 2.0751 0.7800 0.024 -0.262 -0.223
H 10.5303 5.1276 1.4138 0.001 -0.013 -0.001
H 11.2275 4.4103 2.8784 0.001 0.000 -0.008
H 12.2781 4.8448 1.5173 -0.005 -0.011 0.000
C -5.1946 2.2173 2.2370 -0.042 0.204 0.088
C -5.5355 3.5916 2.6215 0.203 -0.627 -0.234
N -5.7749 4.6711 2.9179 -0.081 0.383 0.169
H -4.6218 2.2267 1.3103 -0.001 -0.006 0.005
H -4.5970 1.7527 3.0194 0.016 -0.009 -0.029
H -6.1015 1.6368 2.0842 -0.009 0.039 -0.012
C 6.9835 -4.5556 0.7616 -0.216 0.052 -0.037
C 5.6234 -4.2264 0.3238 0.590 -0.150 0.209
N 4.5615 -3.9710 -0.0168 -0.304 0.043 -0.214
H 7.3419 -5.4322 0.2252 -0.004 0.007 0.000
H 7.6495 -3.7181 0.5609 0.002 -0.008 0.016
H 6.9871 -4.7646 1.8299 0.005 0.025 -0.003
C -6.4580 -0.6770 -0.6040 -0.083 0.162 -0.049
C -7.2752 0.4830 -0.2392 0.318 -0.500 -0.199
N -7.9113 1.3907 0.0474 -0.239 0.260 0.182
H -6.4984 -1.4216 0.1873 0.047 0.048 0.030
H -6.8270 -1.1167 -1.5295 -0.002 0.052 -0.014
H -5.4224 -0.3682 -0.7465 0.017 -0.055 0.030
```
Positions in Å, forces in eV/Å.

## Properties
- F_max: 6.9 eV Å⁻¹
- HOMO: -5.56 eV
- HOMO-LUMO gap: 6.7 eV
- 2S+1: 1
- Energy: -76129.73725 eV
- Net charge: -1


Record 2
The following is a DFT calculation (ωB97M-V/def2-TZVPD) of a molecular structure, C30H38B3F6HgN2O26P.

Geometry as XYZ:
```
107
Properties=species:S:1:pos:R:3:forces:R:3
Hg -0.3637 -0.5530 -0.3533 -1.670 -0.712 0.616
O -7.5261 3.3872 -1.1165 3.927 -1.216 -2.641
C -6.5837 3.0182 -1.8651 -3.691 1.423 1.798
O -5.2894 3.0227 -1.6714 1.513 0.176 1.284
B -4.4940 2.3665 -2.7452 -2.640 1.225 -0.244
O -5.5691 2.1343 -3.7279 0.700 -0.381 -1.024
C -6.7779 2.5417 -3.3070 -0.376 -0.232 0.240
O -7.8110 2.5348 -3.9161 0.844 -0.170 -0.085
O -3.9130 1.0671 -2.2272 2.586 0.625 0.376
C -2.6195 1.2803 -2.0902 0.316 -0.601 0.379
O -1.7535 0.5705 -1.5440 -2.033 1.070 -1.427
C -2.2175 2.5641 -2.8490 1.596 2.409 -2.633
O -3.3165 3.1953 -3.2714 -0.624 -2.159 1.686
O -1.0959 2.9353 -3.2359 -2.174 -1.691 1.808
O -2.1688 -2.9433 3.3102 0.844 -0.011 -1.258
C -1.3259 -2.1977 3.7280 -1.692 -1.399 0.173
O -1.2507 -1.8665 4.9710 0.089 -0.643 1.230
B -0.5547 -0.6168 5.0507 -1.030 1.347 2.380
O 0.3847 -0.6685 3.9525 0.330 -0.427 -3.304
C -0.2493 -1.3945 2.9939 -0.487 1.563 1.690
O -0.1808 -1.2724 1.7986 1.044 -0.337 -0.046
O -1.5938 0.4202 4.9598 0.923 -0.495 -1.428
C -1.6326 1.1835 6.0154 -3.040 2.230 0.106
O -2.4628 2.0958 6.1000 2.748 -1.975 0.896
C -0.5790 0.6053 7.0300 -0.516 1.634 0.390
O 0.0706 -0.3437 6.3375 0.703 -0.219 1.141
O -0.4057 1.0293 8.1563 0.274 -1.340 -1.805
O -1.9239 -2.3920 -0.5305 3.897 -0.550 -2.042
C -2.9945 -2.1550 -0.1009 -3.843 -0.466 2.769
O -3.3708 -1.0285 0.3848 0.797 0.947 -0.806
B -4.6450 -1.1032 1.0864 -1.955 0.300 0.932
O -4.9787 -2.5601 1.0446 0.752 -1.038 -1.156
C -4.0830 -3.2412 0.3135 0.199 -0.837 0.007
O -3.9721 -4.4379 0.0637 -0.650 2.706 0.615
O -5.7227 -0.2214 0.5289 1.188 -1.284 -0.519
C -5.9396 0.7606 1.3846 -1.610 1.981 0.337
O -6.7455 1.6558 1.2479 1.127 -1.278 0.097
C -5.0612 0.5221 2.6238 -0.576 3.491 2.276
O -4.5017 -0.6285 2.4605 1.547 -1.918 -0.113
O -4.9350 1.2886 3.5781 -0.541 -2.102 -2.156
P -1.5339 2.6461 1.4848 -2.717 2.678 1.691
F -2.6795 2.8353 0.3345 -0.065 -1.508 0.965
F -2.5562 2.2908 2.7382 1.720 -0.492 -2.403
F -1.2977 1.0097 1.1717 -0.188 1.134 0.425
F -0.2203 2.7195 2.4670 0.703 -1.720 0.402
F -0.5096 3.0396 0.3113 1.178 -0.446 -0.958
F -1.7292 4.1900 1.8696 -0.011 0.484 -0.345
C 1.8107 -2.8347 0.2006 0.857 1.211 0.173
C 1.8132 -3.0689 -1.3187 -1.010 -1.766 0.340
C 1.0547 -4.4382 -1.4426 -0.982 -0.892 -1.847
C 0.5909 -4.8299 -2.8808 1.042 1.791 0.593
C -0.1480 -3.6075 -3.4658 0.646 -1.367 -0.886
C 0.5752 -2.2166 -3.4312 -0.653 -2.714 -0.005
N 0.9825 -2.0439 -1.9981 -2.920 -1.640 0.131
O 1.4157 -0.7422 -1.7617 2.139 0.125 -1.052
C 1.7883 -2.3304 -4.3959 -0.216 0.135 -0.478
C -0.4974 -1.2325 -3.9176 0.565 1.168 0.178
C 3.2521 -3.1957 -1.8541 0.197 0.062 0.781
H 0.9681 -3.1592 0.8112 -0.173 -0.266 -0.660
H 1.9193 -1.7683 0.3986 -0.036 0.141 0.017
H 2.7231 -3.2391 0.6388 -0.113 -0.348 -0.014
H 1.7122 -5.2826 -1.2358 0.083 0.308 1.199
H 0.1059 -4.4344 -0.9060 0.472 0.152 0.823
H -0.0465 -5.7065 -2.9967 -0.097 0.042 0.716
H 1.5323 -5.1286 -3.3418 -0.074 0.327 -0.989
H -1.1536 -3.6286 -3.0458 0.090 0.598 0.320
H -0.2807 -3.8986 -4.5078 -0.205 0.571 -0.386
H 2.6609 -1.7317 -4.1345 -0.100 0.355 -0.062
H 2.1745 -3.3387 -4.5456 -0.165 -0.170 0.608
H 1.4678 -2.0845 -5.4083 -0.026 0.514 0.067
H -0.0535 -0.2407 -4.0028 -0.164 0.313 0.236
H -0.8977 -1.4070 -4.9163 0.504 -0.710 -0.111
H -1.3990 -1.1732 -3.3079 0.347 -0.149 0.467
H 3.7077 -2.2273 -2.0604 -0.116 0.139 -0.766
H 3.3255 -3.9357 -2.6511 0.117 0.532 -0.241
H 3.9323 -3.5165 -1.0651 -0.271 -0.461 0.178
H 2.2207 -0.8495 -2.2735 1.114 1.780 -0.066
C 2.6800 3.8424 0.4070 -0.360 -0.108 1.980
C 2.9264 2.5735 -0.3744 -0.747 -0.080 -3.795
C 4.3283 2.5649 -0.8635 1.583 -0.788 0.308
C 5.3628 2.3891 0.2492 0.305 1.229 -0.536
C 5.0609 1.2611 1.2152 0.754 1.285 -0.917
C 3.6038 1.0286 1.5702 1.469 -2.898 0.660
N 2.6798 1.2655 0.3987 -0.171 2.024 1.823
O 1.3577 1.0143 0.7022 2.362 -0.064 -1.535
C 3.5905 -0.4825 2.0555 -2.038 0.080 -0.911
C 3.1533 1.8066 2.8065 0.344 1.510 0.401
C 2.0953 2.6124 -1.7074 -1.130 -0.995 0.225
H 2.7732 4.7839 -0.1343 -0.167 -0.545 -0.824
H 3.4611 3.9233 1.1629 -0.291 0.067 0.209
H 1.6952 3.8229 0.8737 -0.042 0.197 0.126
H 4.4166 1.7718 -1.6059 0.199 -0.230 -0.003
H 4.5312 3.4832 -1.4146 -0.181 0.056 0.130
H 5.5301 3.3389 0.7570 -0.133 0.098 0.047
H 6.3021 2.1620 -0.2551 0.179 0.113 0.175
H 5.5649 1.4670 2.1594 0.109 -0.281 -0.028
H 5.6113 0.4861 0.6819 -0.820 -1.128 0.719
H 3.7234 -1.1871 1.2346 0.154 0.227 -0.089
H 4.2399 -0.8096 2.8675 0.342 0.954 -0.095
H 2.5705 -0.5993 2.4219 -0.080 -0.547 0.152
H 3.6784 1.5320 3.7213 -0.061 -1.102 -0.237
H 3.5144 2.8346 2.7759 -0.685 0.247 -0.446
H 2.0858 1.7439 3.0178 -0.003 0.130 0.104
H 2.2458 1.7806 -2.3955 0.478 -0.616 0.438
H 2.3446 3.4310 -2.3826 0.039 0.539 0.775
H 1.0188 2.5745 -1.5407 -0.061 0.532 0.134
H 1.2764 1.5894 1.4665 -1.618 0.537 1.432
```
Positions in Å, forces in eV/Å.

## Properties
- F_max: 4.9 eV Å⁻¹
- HOMO (spin up / spin down): -6.28 / -6.28 eV
- HOMO-LUMO gap (spin up / spin down): 6.4 / 2.3 eV
- 2S+1: 2
- Energy: -119753.61477 eV
- Net charge: -1


Record 3
The following is a DFT calculation (ωB97M-V/def2-TZVPD) of a molecular structure, C30H38F2N3O3Se2Tl.

Geometry as XYZ:
```
79
Properties=species:S:1:pos:R:3:forces:R:3
Tl 0.5873 0.8727 1.6339 0.159 0.397 0.136
C 1.4079 0.5419 6.7660 -0.011 -0.056 -0.032
Se 1.1851 -1.0207 5.6327 0.034 -0.067 0.097
C 3.0448 -1.2120 5.0600 -0.158 0.179 0.013
C 3.5545 -0.0218 4.2683 0.147 -0.116 -0.076
Se 5.0833 -0.5487 3.1574 -0.027 -0.007 -0.004
C 4.9055 0.9058 1.8775 0.092 -0.059 0.048
H 2.1588 0.3466 7.5287 -0.014 0.011 -0.010
H 0.4451 0.7182 7.2396 0.017 0.025 0.010
H 1.6791 1.4065 6.1672 -0.003 0.020 -0.001
H 3.0417 -2.1133 4.4499 0.031 -0.068 -0.040
H 3.6497 -1.4108 5.9417 0.083 -0.021 0.015
H 3.8652 0.7880 4.9225 -0.016 0.055 0.064
H 2.8063 0.3483 3.5695 -0.118 -0.069 0.036
H 3.8929 0.9174 1.4852 -0.053 -0.009 -0.035
H 5.6135 0.7153 1.0739 -0.014 0.023 0.001
H 5.1393 1.8533 2.3531 0.007 0.042 0.000
C -4.1549 2.2234 -4.2534 0.026 -0.021 0.049
C -3.8182 0.7340 -4.2858 0.124 0.138 0.002
C -3.5512 0.2109 -5.6896 0.127 -0.002 0.000
C -2.3184 0.8822 -6.2851 0.008 -0.022 0.122
C -1.1536 0.8260 -5.3223 -0.127 0.014 -0.102
C 0.1376 0.9672 -5.7784 -0.002 0.021 -0.107
C 1.2048 0.8946 -4.8910 -0.093 -0.004 -0.039
F 2.4494 1.0376 -5.3819 0.171 0.029 -0.095
C 1.0253 0.6782 -3.5585 0.119 -0.020 0.163
C -0.2738 0.5258 -3.0693 -0.156 0.080 -0.010
C -0.4674 0.3169 -1.6220 -0.270 0.233 -0.092
O 0.5059 0.3494 -0.8670 0.329 -0.243 0.084
C -1.8240 0.0602 -1.2150 0.104 -0.190 0.039
C -2.8186 0.1423 -2.1337 -0.028 0.038 -0.029
N -2.6463 0.4547 -3.4380 -0.083 -0.033 -0.139
C -1.3631 0.6073 -3.9448 -0.087 0.014 0.025
C -2.1966 -0.4250 0.1802 -0.256 0.049 0.068
O -2.9278 -1.4461 0.2005 0.286 0.218 0.152
O -1.7686 0.2232 1.1694 -0.077 -0.272 -0.223
H -5.0070 2.4360 -4.9041 0.059 -0.011 0.037
H -3.3041 2.8256 -4.5784 -0.057 -0.015 0.009
H -4.4089 2.5294 -3.2372 0.009 0.008 -0.045
H -4.6491 0.1793 -3.8561 -0.039 -0.104 0.089
H -4.4291 0.3839 -6.3124 -0.001 0.004 -0.017
H -3.3877 -0.8683 -5.6352 -0.028 -0.004 -0.006
H -2.5416 1.9229 -6.5351 0.007 0.002 0.005
H -2.0384 0.3919 -7.2169 0.020 0.005 -0.045
H 0.3322 1.1334 -6.8334 0.003 -0.031 0.089
H 1.8572 0.6328 -2.8667 -0.054 0.006 -0.044
H -3.8421 -0.0525 -1.8338 0.030 -0.013 -0.012
F -0.1393 7.2704 0.4933 -0.016 0.178 -0.022
C -0.0226 5.9309 0.6787 0.011 -0.131 0.013
C -1.0632 5.2444 1.2664 -0.061 -0.133 0.047
C -0.9258 3.8671 1.4480 -0.082 0.027 -0.013
C 0.2172 3.1594 1.0607 -0.049 -0.115 0.024
C 1.2336 3.9215 0.4764 0.014 0.026 -0.026
C 1.1329 5.2995 0.2741 0.083 -0.129 -0.025
H -1.9554 5.7798 1.5727 0.040 -0.019 -0.020
H -1.7580 3.3318 1.9044 0.056 0.050 -0.036
H 2.1537 3.4346 0.1510 -0.032 0.040 0.017
H 1.9296 5.8758 -0.1839 -0.039 -0.019 0.015
C 1.5517 -4.4173 1.8597 -0.063 0.145 -0.006
C 1.6509 -2.8846 1.6379 -0.239 0.011 -0.032
N 0.3651 -2.3689 1.2023 -0.105 -0.180 -0.123
C -0.0910 -3.0697 0.0059 0.010 0.007 0.279
C -0.4171 -4.5430 0.3648 0.050 0.167 0.041
N 0.0896 -4.7776 1.7693 0.023 0.194 -0.052
C -0.7058 -3.9494 2.7529 0.046 0.167 -0.089
C -0.6174 -2.4751 2.2807 0.135 -0.131 -0.186
H 1.9105 -4.7286 2.8390 -0.043 -0.041 0.035
H 2.0719 -4.9895 1.0947 -0.023 -0.054 -0.047
H 2.4150 -2.6558 0.8969 0.014 0.000 -0.026
H 1.9245 -2.3746 2.5597 0.022 0.050 0.006
H 0.6874 -3.0116 -0.7553 0.031 -0.008 0.030
H -0.9919 -2.5915 -0.3722 -0.028 0.025 0.009
H 0.0690 -5.2654 -0.2875 0.041 -0.071 0.024
H -1.4897 -4.7271 0.3742 -0.020 -0.031 0.067
H -0.0224 -5.7573 1.9997 -0.017 -0.137 0.026
H -0.2673 -4.1129 3.7363 0.058 -0.047 0.010
H -1.7268 -4.3247 2.7501 -0.017 -0.071 -0.037
H -0.3104 -1.8278 3.1006 0.035 0.039 0.009
H -1.5808 -2.1265 1.9167 -0.057 0.037 -0.064
```
Positions in Å, forces in eV/Å.

## Properties
- F_max: 0.4 eV Å⁻¹
- HOMO: -5.71 eV
- HOMO-LUMO gap: 5.2 eV
- 2S+1: 1
- Energy: -183158.73280 eV